No. 1
Entry from the Open Molecules 2025 dataset: a gas-phase ion, C9H11N2S2 (charge +1) (wB97M-V/def2-TZVPD).

Output
Energy relative to the best compared isomer or geometry (same formula, charge and spin): 4.5367 eV
Orbital gap (alpha / beta): 6.88 / 6.66 eV
F_max: 4.02 eV/A
2S+1: 1
LUMO (alpha / beta): -0.1873 / -0.1884 Eh
Total charge: +1

Each line ends with the Mulliken charge.
Cartesian coordinates (Å):
1 C -0.304 2.783 1.440  -0.564
2 C 0.854 2.938 0.657  -0.633
3 C -1.093 1.683 1.323  -0.572
4 C 1.281 1.869 -0.189  -0.366
5 C 0.001 -1.333 -0.922  -0.112
6 C -0.608 0.615 0.640  0.933
7 C 0.590 0.718 -0.165  0.038
8 C -2.470 -2.524 2.212  -0.791
9 C 2.149 -1.168 -3.217  -0.812
10 N -1.219 -0.612 0.798  -0.175
11 N 0.909 -0.458 -0.851  0.025
12 S -2.728 -1.126 0.997  0.153
13 S 2.591 -0.499 -1.556  0.065
14 H -0.545 3.616 2.170  0.326
15 H 1.435 3.846 0.522  0.389
16 H -2.011 1.699 1.774  0.478
17 H 2.315 1.900 -0.615  0.307
18 H -0.020 -2.196 -1.463  0.391
19 H -2.880 -3.385 1.662  0.325
20 H -3.004 -2.137 3.096  0.333
21 H -1.455 -2.555 2.220  0.301
22 H 2.958 -0.829 -3.899  0.399
23 H 1.239 -0.544 -3.451  0.290
24 H 2.014 -2.302 -3.182  0.274

---

No. 2
Entry from the Open Molecules 2025 dataset: C9H11N3 in the gas phase (wB97M-V/def2-TZVPD).

Output
Energy relative to the best compared isomer or geometry (same formula, charge and spin): 0.2253 eV
Orbital gap: 8.27 eV
F_max: 2.23 eV/A
2S+1: 1
LUMO: 0.0261 Eh
SMILES: Cc1cccc2c1CNC(N)=N2

Each line ends with the Mulliken charge.
Cartesian coordinates (Å):
1 C -2.461 -1.979 -0.010  -1.568
2 C -1.851 -0.586 -0.043  0.735
3 C -2.672 0.521 -0.006  -0.678
4 C -2.131 1.806 0.018  -0.335
5 C -0.764 2.039 -0.032  -0.441
6 C 0.117 0.927 -0.039  0.352
7 C 2.261 0.073 -0.061  0.313
8 C 0.512 -1.563 0.246  -0.435
9 C -0.437 -0.394 0.050  0.278
10 H -2.310 -2.519 0.925  0.314
11 H -3.521 -1.938 -0.187  0.396
12 H -2.077 -2.558 -0.862  0.364
13 H -3.760 0.391 -0.216  0.243
14 H -2.834 2.714 0.068  0.243
15 H -0.340 3.052 -0.089  0.386
16 H 4.198 -0.421 -0.345  0.226
17 H 3.793 1.216 0.054  0.280
18 H 2.512 -1.909 -0.154  0.278
19 H 0.047 -2.449 -0.243  0.372
20 H 0.635 -1.798 1.359  0.177
21 N 1.491 1.131 0.087  -0.708
22 N 3.597 0.239 0.119  -0.451
23 N 1.800 -1.205 -0.356  -0.344

---

No. 3
Entry from the Open Molecules 2025 dataset: a molecular structure, C9H11N5O2PdS (wB97M-V/def2-TZVPD).

Output
Orbital gap: 5.24 eV
F_max: 0.39 eV/A
2S+1: 1
LUMO: 0.2066 Eh
Total charge: -2

Each line ends with the Mulliken charge.
Cartesian coordinates (Å):
1 Pd 0.429 -0.676 0.230  0.124
2 N 2.263 -2.611 3.844  -0.569
3 C 1.455 -1.968 2.864  0.401
4 S 1.066 -2.932 1.454  -0.600
5 N 1.149 -0.750 3.125  -0.709
6 N 0.245 -0.138 2.226  -0.103
7 C 0.801 0.892 1.562  -0.447
8 C -0.008 1.665 0.634  0.970
9 C 0.674 2.525 -0.285  -0.922
10 C -0.035 3.281 -1.173  -0.178
11 C -1.440 3.256 -1.144  -0.613
12 C -2.012 2.505 -0.123  -0.101
13 N -1.368 1.768 0.768  -0.562
14 H 2.136 -3.611 3.777  0.208
15 H 2.032 -2.258 4.764  0.261
16 H 1.845 1.160 1.712  0.308
17 H 1.756 2.482 -0.330  0.250
18 H 0.493 3.881 -1.909  0.341
19 H -2.051 3.815 -1.840  0.364
20 H -3.099 2.513 -0.015  0.339
21 N -1.507 -1.433 -1.254  -0.329
22 C -0.858 -2.093 -2.379  -0.400
23 C 0.408 -1.346 -2.842  0.554
24 O 0.755 -1.537 -4.024  -0.799
25 O 0.990 -0.631 -1.983  -0.563
26 H -2.292 -1.949 -0.883  0.147
27 H -1.806 -0.493 -1.479  0.163
28 H -1.493 -2.237 -3.261  0.258
29 H -0.529 -3.080 -2.036  0.205

---

For reference, DFT total energy by record: -1254.998741 -513.831724 -1299.888542 a.u..